Record 1
Below is a molecular structure, C38H66HfN4O2, with properties calculated with ωB97M-V/def2-TZVPD.

ORCA input file:
```
! wB97M-V def2-TZVPD RIJCOSX def2/J DEFGRID3
* xyz 2 1
Hf -0.21904 -0.34355 1.12741
C -0.49299 -3.20429 1.82743
N -1.31248 -1.99499 2.09439
C -1.51272 -1.83945 3.55971
C -2.65093 -2.13050 1.44580
C -2.63334 -1.65094 -0.00378
N -2.01810 -0.30496 -0.07520
C -1.58071 0.04396 -1.47089
C -0.68818 -1.01447 -2.06158
C -1.11108 -1.73052 -3.16751
C -0.32054 -2.73096 -3.72003
C 0.92188 -2.95092 -3.13659
C 1.40876 -2.23789 -2.04206
C 0.55921 -1.27319 -1.47434
O 0.88565 -0.53381 -0.35508
C 2.81035 -2.54670 -1.49749
C 2.67142 -3.20888 -0.11836
C 3.57423 -3.52049 -2.39894
C 3.66903 -1.27274 -1.39261
C -0.83213 -3.52305 -4.91830
C -1.10490 -2.55248 -6.07985
C -2.12940 -4.24495 -4.51718
C 0.17765 -4.57061 -5.39220
C -2.95571 0.75014 0.42392
C -2.30406 2.11049 0.39746
C -2.83697 3.12725 -0.37073
C -2.25560 4.38990 -0.38906
C -1.10051 4.56770 0.36469
C -0.51134 3.57047 1.13797
C -1.14902 2.31700 1.16534
O -0.72247 1.24797 1.93511
C 0.79834 3.85050 1.89022
C 0.67503 3.47162 3.37870
C 1.94378 3.07680 1.19526
C 1.17395 5.33373 1.83848
C -2.87959 5.50069 -1.22749
C -2.83444 5.08766 -2.70761
C -2.13818 6.82875 -1.06615
C -4.33986 5.69723 -0.78428
H -0.96357 -4.09633 2.24781
H -0.37870 -3.35466 0.75041
H 0.48672 -3.08993 2.28855
H -2.21392 -2.58806 3.93413
H -0.57164 -1.97484 4.07921
H -1.91230 -0.84734 3.77651
H -2.99065 -3.16714 1.48907
H -3.36568 -1.53925 2.01659
H -2.05869 -2.32670 -0.63743
H -3.65823 -1.63798 -0.38471
H -2.45859 0.17391 -2.10864
H -1.05864 1.00149 -1.41962
H -2.07317 -1.49179 -3.60485
H 1.55464 -3.70899 -3.57069
H 2.07222 -4.11954 -0.18681
H 3.65602 -3.48573 0.26193
H 2.20041 -2.52773 0.59283
H 3.12372 -4.51400 -2.40844
H 3.63415 -3.14861 -3.42226
H 4.59243 -3.62321 -2.02276
H 3.19096 -0.48891 -0.81031
H 4.63141 -1.51411 -0.93691
H 3.86203 -0.87274 -2.38895
H -1.90699 -1.85100 -5.84737
H -0.20478 -1.98214 -6.31462
H -1.39672 -3.11245 -6.96869
H -2.91061 -3.54346 -4.22069
H -2.50367 -4.82672 -5.36032
H -1.94404 -4.92956 -3.68655
H 1.11281 -4.10563 -5.70946
H 0.38764 -5.31015 -4.61693
H -0.23684 -5.09885 -6.25032
H -3.85524 0.75671 -0.19615
H -3.24692 0.51541 1.45038
H -3.72848 2.93310 -0.95480
H -0.63263 5.53948 0.34939
H 0.53569 2.40334 3.52518
H 1.56871 3.78849 3.91895
H -0.18091 3.98337 3.82119
H 1.62728 2.10462 0.81773
H 2.30248 3.63854 0.33275
H 2.79090 2.95998 1.87853
H 0.39769 5.95575 2.28593
H 2.09284 5.49326 2.40375
H 1.35262 5.66887 0.81648
H -1.80294 4.95567 -3.03989
H -3.37509 4.15599 -2.88146
H -3.29397 5.86210 -3.32296
H -1.11697 6.76762 -1.44756
H -2.65438 7.60154 -1.63485
H -2.11536 7.14753 -0.02233
H -4.95272 4.82456 -1.01321
H -4.39237 5.88372 0.28967
H -4.77360 6.55327 -1.30130
C 2.35423 -2.56936 5.13822
C 2.81664 -1.48619 4.16628
C 3.84487 -2.05642 3.19922
C 3.38714 -0.29096 4.92822
N 1.57285 -1.08531 3.42626
N 1.76804 -0.23384 2.27918
H 3.20088 -2.94590 5.71034
H 1.90910 -3.40809 4.60043
H 1.62360 -2.17633 5.84982
H 4.66459 -2.48905 3.77098
H 4.28604 -1.29257 2.55365
H 3.41315 -2.85085 2.59007
H 4.22412 -0.60844 5.54932
H 2.63446 0.14737 5.58822
H 3.76061 0.48255 4.25198
H 1.03461 -0.53397 4.08990
H 2.49407 -0.66570 1.70940
H 2.13165 0.68077 2.54880
*
```

Properties
Kohn-Sham gap in eV: 8.105
Total energy in hartree: -1904.7273
Molecular weight in g/mol: 789.46

Record 2
Below is 5 unconnected molecules or ions with the total composition C38H67BClFNO25P4S4, with properties calculated with ωB97M-V/def2-TZVPD.

ORCA input file:
```
! wB97M-V def2-TZVPD RIJCOSX def2/J DEFGRID3
* xyz -1 1
C 0.11981 2.35118 -1.47263
C 1.42560 2.32029 -0.58128
O 1.30650 1.42514 0.47742
C 1.74571 0.07698 0.41070
O 0.49765 -0.58705 0.62803
B 0.50533 -1.96198 0.71295
O 0.12705 -2.53103 1.92748
O 0.87913 -2.86226 -0.29748
C 2.49866 -0.39114 -0.85662
C 1.85313 -0.30502 -2.26019
C 0.39994 -0.79741 -2.46178
C -0.22749 -0.29278 -3.82815
S -1.97600 0.18623 -3.52326
C -2.74894 -1.33571 -2.97426
S -2.27950 -2.74797 -3.64990
N -3.78318 -1.38257 -1.97528
C -4.96202 -0.60302 -2.32334
C -5.01902 0.77999 -2.50215
C -6.23048 1.42005 -2.79680
C -7.41294 0.69112 -2.89845
C -7.36156 -0.69603 -2.74257
C -6.15793 -1.32740 -2.45310
C -3.27342 -1.02984 -0.65616
C -2.69086 0.18011 -0.28453
C -2.25038 0.41324 1.02246
C -2.40347 -0.57636 1.99138
C -2.99568 -1.79678 1.64916
C -3.41305 -2.00503 0.33807
O 3.77788 0.30874 -0.97236
S 4.95625 -0.76090 -0.48138
O 6.22710 -0.34361 -1.00802
O 5.04865 -0.44997 1.14029
C 3.86318 -0.86017 1.84518
Cl 3.67278 -2.66038 1.49235
C 4.33823 -0.84306 3.35587
C 3.82348 -2.03401 4.21798
C 3.94519 -1.57938 5.72942
S 2.58086 -2.43122 6.66373
C 2.64956 0.06362 1.73097
F 1.86465 -0.16220 2.85053
C 3.19292 1.56921 1.98376
O 3.95469 2.13100 1.16624
O 2.78920 2.15299 3.00882
H -0.38163 3.32744 -1.42417
H -0.53077 1.55895 -1.08096
H 0.33663 2.12238 -2.52827
H 2.29356 2.26808 -1.24136
H 1.46165 3.33888 -0.15433
H 0.14075 -3.49054 1.83261
H 1.35996 -3.59879 0.09636
H 2.81591 -1.44678 -0.76935
H 1.92178 0.71622 -2.67599
H 2.49388 -0.90500 -2.93518
H 0.42365 -1.89440 -2.55314
H -0.31852 -0.52325 -1.68249
H 0.34002 0.60136 -4.13611
H -0.16669 -1.05050 -4.61995
H -4.11959 1.39142 -2.41168
H -6.23961 2.50794 -2.91066
H -8.36640 1.18228 -3.10049
H -8.25370 -1.32646 -2.80362
H -6.11592 -2.41134 -2.30675
H -2.56253 0.98400 -1.00979
H -1.80222 1.37202 1.29522
H -2.07629 -0.39128 3.01525
H -3.15291 -2.58739 2.38664
H -3.88304 -2.96404 0.09261
H 4.04625 0.07519 3.87879
H 5.44067 -0.89516 3.38218
H 2.75969 -2.25088 4.07584
H 4.45975 -2.92769 4.15208
H 4.86228 -1.94462 6.20574
H 3.74992 -0.50930 5.86211
H 1.45843 -2.06469 5.98857
C 0.44004 2.51515 4.78289
O 0.08412 2.15190 6.13048
P -1.35510 1.34774 6.35810
O -1.45806 0.60490 5.07551
O -2.19549 2.76512 6.32514
C -1.70893 3.88883 7.06583
O -2.65580 0.58489 7.11612
C -2.79336 0.78393 8.53151
H 1.25827 3.23000 4.85340
H 0.79276 1.64839 4.23069
H -0.40537 2.98071 4.27282
H -1.21917 4.58535 6.38319
H -0.99953 3.59563 7.83924
H -2.55531 4.39242 7.53396
H -3.06235 1.82244 8.74603
H -1.86794 0.52859 9.05091
H -3.58727 0.13301 8.89207
C -11.95992 1.40189 -5.61973
O -12.34927 0.10436 -6.05975
P -11.28815 -1.15188 -5.75498
O -10.66969 -0.67601 -4.48792
O -10.39430 -0.75306 -7.07680
C -11.05091 -0.46446 -8.31730
O -10.59033 -2.68343 -5.73009
C -11.11399 -3.66043 -6.64652
H -12.62385 2.11636 -6.10772
H -12.08457 1.49228 -4.54290
H -10.92946 1.61666 -5.90483
H -11.08189 0.61629 -8.46577
H -12.06809 -0.85409 -8.34465
H -10.47816 -0.91329 -9.12811
H -10.86928 -3.38595 -7.67624
H -12.19550 -3.75410 -6.53695
H -10.65527 -4.61992 -6.41941
C 7.63515 -3.67329 1.66277
O 8.01041 -4.97477 2.11848
P 8.09998 -5.20223 3.76662
O 7.04921 -4.25889 4.23584
O 9.60554 -4.54466 3.83615
C 10.58665 -4.92004 2.86219
O 8.32891 -5.97170 5.24725
C 9.08688 -7.19283 5.24049
H 7.86281 -3.62241 0.59772
H 6.56677 -3.52073 1.79281
H 8.19962 -2.89959 2.18353
H 10.67310 -4.12947 2.11495
H 10.33222 -5.85345 2.36087
H 11.54812 -5.03719 3.36176
H 10.13370 -6.99025 4.99668
H 8.67227 -7.90263 4.52270
H 9.03542 -7.63119 6.23469
C 2.99442 6.81046 -5.68900
O 3.27467 5.65982 -4.90568
P 3.21934 5.84048 -3.24200
O 2.17216 6.89445 -3.12338
O 4.74000 6.47006 -3.20601
C 5.78044 5.84714 -3.96603
O 3.29256 5.44753 -1.62118
C 4.00768 4.23350 -1.27260
H 3.31320 6.58847 -6.70884
H 1.92570 7.01517 -5.69653
H 3.54635 7.67650 -5.32155
H 5.95760 6.42416 -4.87655
H 5.53248 4.82234 -4.23984
H 6.69291 5.84222 -3.37077
H 5.07635 4.35611 -1.46851
H 3.62450 3.39424 -1.84535
H 3.86190 4.03285 -0.21271
*
```

Properties
Kohn-Sham gap in eV: 4.351
Relative energy (zero: lowest compared OMol25 entry of this formula, charge and spin) in eV: 1.695
Total energy in hartree: -6966.9609
Molecular weight in g/mol: 1255.36

Record 3
Below is a molecular structure, C38H67CrN6O2PSi, with properties calculated with ωB97M-V/def2-TZVPD.

ORCA input file:
```
! wB97M-V def2-TZVPD RIJCOSX def2/J DEFGRID3
* xyz 0 5
Cr 0.55616 -0.35890 -0.15330
C -6.48538 -1.09958 -3.67802
C -5.87549 -2.29706 -3.00235
C -5.56188 -2.28261 -1.64790
C -4.99884 -3.38530 -1.02330
C -4.71400 -4.52575 -1.76063
N -4.15539 -5.69287 -1.16407
C -3.31459 -5.74551 -0.07670
O -3.32393 -6.68021 0.69866
N -2.43014 -4.69130 0.10286
C -1.80513 -3.88380 -0.86356
C -1.70632 -4.20535 -2.21243
C -1.01567 -3.34363 -3.04533
C -0.42150 -2.20923 -2.52343
N -0.50956 -1.89966 -1.23011
C -1.19855 -2.71175 -0.43002
C -5.01131 -4.55270 -3.11752
C -5.59600 -3.45397 -3.72398
H -6.79043 -0.34889 -2.94997
H -7.36086 -1.38364 -4.26355
H -5.76988 -0.63101 -4.35655
H -5.77138 -1.39601 -1.06150
H -4.78328 -3.35704 0.03686
H -4.70479 -6.53586 -1.23684
H -1.94825 -4.77382 0.98488
H -2.14979 -5.11223 -2.59638
H -0.92095 -3.55897 -4.10050
H 0.14175 -1.52886 -3.14576
H -1.26039 -2.43088 0.61734
H -4.78528 -5.44228 -3.69368
H -5.83180 -3.49343 -4.78122
O 1.09127 0.50469 1.62995
P 2.02055 1.04630 2.66665
N 1.12600 1.80038 3.82271
C -0.01058 2.64393 3.39412
C -0.26434 3.56589 4.58690
C 1.10771 3.66996 5.25189
C 1.62682 2.24270 5.13086
N 2.92365 0.01120 3.56816
C 2.27788 -0.86922 4.56624
C 3.02192 -2.19581 4.43581
C 4.41776 -1.75536 4.00136
C 4.10507 -0.66325 2.98817
N 3.11930 1.99596 1.90287
C 3.06931 2.32298 0.47023
C 4.46534 2.86972 0.21597
C 4.73863 3.67207 1.48856
C 4.11671 2.81669 2.60042
H -0.87414 2.02898 3.14018
H 0.25388 3.21833 2.50491
H -0.97502 3.10546 5.27665
H -0.67110 4.52749 4.27798
H 1.06633 4.01656 6.28382
H 1.74980 4.35031 4.68544
H 1.20122 1.62172 5.92692
H 2.71164 2.15943 5.18853
H 1.20835 -0.96496 4.37719
H 2.40704 -0.44973 5.56804
H 2.56863 -2.80051 3.64702
H 3.00867 -2.77035 5.36086
H 5.01378 -2.55754 3.56880
H 4.96254 -1.33941 4.85276
H 3.85994 -1.10996 2.02332
H 4.92416 0.04046 2.84289
H 2.30840 3.07978 0.25561
H 2.83603 1.43699 -0.11853
H 4.52077 3.47046 -0.69073
H 5.17125 2.04022 0.12534
H 4.22227 4.63254 1.43152
H 5.79505 3.87061 1.66249
H 3.65870 3.44129 3.37218
H 4.86332 2.18364 3.08913
C 4.69773 -2.29798 -0.39642
C 3.59323 -1.24644 -0.53517
C 3.53319 -0.75390 -1.98055
C 2.22050 -1.75442 -0.08548
H 5.67563 -1.91529 -0.70612
H 4.46201 -3.16718 -1.01695
H 4.78060 -2.65000 0.63527
H 3.88382 -0.38580 0.08544
H 3.23316 -1.57189 -2.64340
H 4.49923 -0.37848 -2.32927
H 2.79574 0.04644 -2.09518
H 2.28836 -2.14259 0.94602
H 1.98627 -2.63627 -0.70489
C -0.85168 3.28381 -0.11140
Si -0.86339 1.65933 -1.13376
C -2.78421 1.30398 -1.26460
C -3.18232 0.58129 0.02839
C -3.12068 0.38302 -2.43899
C -3.65576 2.55978 -1.37386
C -0.17292 2.27877 -2.85678
C 1.16493 2.97610 -2.57711
C -1.07267 3.27106 -3.59677
C 0.12575 1.09977 -3.78740
H -1.26071 4.13139 -0.66957
H 0.15970 3.55232 0.20234
H -1.45327 3.16855 0.79442
H -2.67875 -0.38549 0.11531
H -4.26618 0.40139 0.05356
H -2.92504 1.16821 0.91554
H -2.55274 -0.55035 -2.40280
H -2.92527 0.86065 -3.40103
H -4.18415 0.11710 -2.41833
H -3.51519 3.22632 -0.52090
H -4.71836 2.28074 -1.39821
H -3.44849 3.13143 -2.27870
H 1.04061 3.87366 -1.96676
H 1.63923 3.27901 -3.51939
H 1.85927 2.30666 -2.05898
H -1.33450 4.12825 -2.97188
H -2.00079 2.80931 -3.93699
H -0.55870 3.65957 -4.48621
H 0.86468 0.43291 -3.33170
H 0.54692 1.45349 -4.73752
H -0.76647 0.51326 -4.01845
*
```

Properties
Kohn-Sham gap (alpha / beta) in eV: 6.470 / 6.611
Relative energy (zero: lowest compared OMol25 entry of this formula, charge and spin) in eV: 0.064
Total energy in hartree: -3642.6114
<S²>: 6.030
Molecular weight in g/mol: 751.05

F_max
In order: 3.18, 7.96, 0.20
Unit: eV/Å